Computed, not measured: a 2-piece molecular cluster, C35H40ClF2IN5O9PS overall in a non-equilibrium geometry, with the ωB97M-V functional and the def2-TZVPD basis.

## Properties
- Total energy: -109002.365 eV
- Gap between HOMO and LUMO: 2.9 eV
- LUMO: 2.64 eV

Geometry as ORCA input:
```
! RIJCOSX wB97M-V def2-TZVPD def2/J DEFGRID3
* xyz -2 1
I 0.220 -3.602 -3.557
Cl 3.758 5.102 -0.372
S 2.022 0.033 1.709
P 3.102 -5.420 1.589
F -0.943 -6.924 -0.065
F 3.043 5.223 3.175
O 4.555 -4.988 2.180
O 4.097 2.791 1.537
O -5.704 5.586 -2.327
O 1.009 4.657 3.797
O -4.017 3.480 -1.564
O -9.050 2.592 -3.669
O -7.489 0.514 -2.597
O 4.111 -3.657 4.661
O 2.204 -6.084 2.784
N 3.279 -1.286 5.483
N 0.058 -0.620 -0.624
N 3.395 -6.523 0.523
N 2.317 2.996 2.968
N 0.287 3.775 -2.563
C 0.619 0.690 -0.526
C -0.294 0.642 -3.768
C -7.084 1.681 -2.618
C -0.582 -3.102 -1.601
C 0.907 -5.468 -0.681
C 1.986 4.828 -0.585
C -0.741 1.226 -2.621
C -1.114 4.273 -2.387
C 2.896 2.771 1.633
C -5.761 1.979 -2.121
C 2.065 4.320 3.316
C -0.138 5.075 0.929
C 2.183 -3.981 0.954
C 1.124 5.755 0.351
C 0.342 -6.506 0.330
C 1.719 -1.587 0.981
C 3.357 -2.428 2.641
C 0.508 -2.970 -0.535
C -1.783 4.295 -3.780
C 2.392 -2.675 1.484
C 1.959 2.463 0.464
C -5.174 3.224 -1.997
C 2.982 -3.212 3.944
C 0.699 2.895 -1.521
C -7.936 2.852 -3.166
C 1.478 1.158 0.433
C 0.780 -1.681 -0.039
C 2.263 -2.163 4.879
C -6.065 4.404 -2.446
C 1.196 -4.093 -0.076
C -1.759 -4.035 -1.151
C 1.568 3.374 -0.528
C 0.224 1.586 -1.519
C -2.901 -3.141 -0.567
C -7.344 4.104 -3.025
H -2.869 4.211 -3.636
H 1.749 6.232 1.119
H 3.362 -1.523 6.461
H 4.361 -2.698 2.280
H 2.435 -7.024 2.798
H -0.795 4.764 0.106
H 1.758 5.165 -1.601
H 3.437 -1.383 2.955
H -1.089 -2.148 -1.761
H -1.565 5.266 -4.245
H 2.979 -7.418 0.737
H -3.625 -2.841 -1.334
H 0.094 -0.809 -1.625
H 0.432 3.364 -3.474
H 4.902 -3.496 4.143
H 1.852 -5.815 -1.121
H 3.001 -0.319 5.374
H 0.944 -7.413 0.386
H 5.116 -4.825 1.406
H 1.803 -2.777 5.672
H -0.446 1.089 -4.757
H -1.470 -4.712 -0.349
H -1.444 3.464 -4.414
H 0.218 -5.993 1.289
H -1.651 3.587 -1.720
H 0.758 6.589 -0.269
H 0.058 4.184 1.529
H -2.159 -4.538 -2.037
H -3.452 -3.751 0.164
H 2.236 -3.998 3.766
H 0.214 -0.335 -3.754
H -2.513 -2.268 -0.028
H 1.511 2.410 3.156
H -5.199 1.097 -1.817
H 0.194 -5.463 -1.506
H -1.813 1.461 -2.512
H -1.041 5.282 -1.963
H -7.880 4.983 -3.375
H 1.486 -1.626 4.321
H -0.718 5.824 1.485
*
```